C39H65Br2N12PTi as an isolated structure at a distorted geometry. Source: OMol25; level of theory: wB97M-V/def2-TZVPD.

Geometry as XYZ:
```
120
Properties=species:S:1:pos:R:3:mulliken_spin:R:1
Ti 0.22 -0.24 -0.21 1.205
C -5.45 3.16 -0.71 0.000
N -4.31 2.47 -0.10 0.000
C -4.08 2.76 1.31 -0.001
C -3.51 1.62 -0.82 0.011
N -2.20 1.63 -0.73 0.025
C -1.68 2.94 -0.34 0.014
C -0.20 3.05 -0.59 0.050
N 0.62 2.05 0.16 0.034
C 0.37 2.25 1.61 0.038
C -0.53 1.15 2.17 0.066
N 0.20 -0.13 2.24 -0.062
C 0.53 -0.54 3.42 0.096
N 0.35 0.22 4.55 0.005
C 0.00 -0.41 5.82 0.000
C 1.01 1.53 4.70 0.001
N 1.16 -1.81 3.55 -0.008
C 2.49 -1.69 4.16 0.001
C 0.39 -2.92 4.13 0.002
C 2.05 2.32 -0.13 0.018
C 2.90 1.16 0.33 0.043
N 2.50 -0.01 -0.47 0.007
C 3.47 -0.78 -0.91 0.019
N 4.63 -0.94 -0.21 0.005
C 4.64 -1.08 1.24 0.006
C 5.93 -1.09 -0.88 0.001
N 3.35 -1.48 -2.08 0.005
C 3.96 -2.80 -2.25 0.002
C 3.10 -0.77 -3.33 0.011
N -4.17 0.78 -1.70 0.003
C -3.74 0.74 -3.10 -0.002
C -5.58 0.41 -1.49 0.000
H -5.36 4.23 -0.53 0.000
H -5.46 3.01 -1.79 0.000
H -6.40 2.83 -0.29 0.000
H -5.02 2.65 1.85 0.000
H -3.37 2.06 1.73 0.001
H -3.73 3.78 1.47 0.000
H -2.17 3.73 -0.91 0.001
H -1.86 3.18 0.71 -0.006
H 0.02 2.98 -1.65 -0.020
H 0.12 4.05 -0.27 -0.002
H 1.32 2.23 2.13 0.000
H -0.07 3.23 1.80 -0.001
H -0.94 1.44 3.13 0.005
H -1.35 1.01 1.47 -0.063
H -0.75 -1.19 5.68 0.000
H 0.86 -0.84 6.35 0.000
H -0.43 0.35 6.47 0.000
H 1.53 1.81 3.79 -0.001
H 0.30 2.31 4.97 0.000
H 1.77 1.46 5.49 0.000
H 2.45 -1.52 5.25 0.000
H 3.05 -2.61 3.99 0.000
H 3.04 -0.86 3.70 0.000
H 0.77 -3.87 3.73 0.000
H 0.48 -2.96 5.22 0.000
H -0.66 -2.84 3.88 0.000
H 2.17 2.43 -1.20 -0.015
H 2.37 3.25 0.35 -0.002
H 3.95 1.42 0.18 0.006
H 2.76 0.98 1.39 -0.014
H 3.61 -1.12 1.61 -0.003
H 5.14 -2.01 1.51 0.000
H 5.16 -0.25 1.73 0.000
H 5.84 -0.85 -1.93 0.000
H 6.64 -0.39 -0.43 0.000
H 6.33 -2.10 -0.76 0.000
H 4.15 -3.26 -1.28 -0.001
H 3.26 -3.43 -2.80 0.000
H 4.89 -2.76 -2.82 0.000
H 2.67 0.21 -3.13 -0.005
H 4.03 -0.63 -3.88 0.001
H 2.42 -1.33 -3.97 -0.002
H -4.52 1.19 -3.73 0.000
H -3.57 -0.28 -3.44 0.001
H -2.83 1.31 -3.21 0.000
H -6.26 1.09 -2.01 0.000
H -5.82 0.40 -0.43 0.000
H -5.74 -0.59 -1.89 0.000
Br -1.00 -1.79 -6.54 0.008
C -0.58 -1.28 -4.79 0.069
C -0.43 0.08 -4.48 -0.002
C -0.19 0.41 -3.18 0.176
N -0.04 -0.50 -2.17 -0.054
C -0.07 -1.82 -2.53 0.096
C -0.39 -2.22 -3.83 -0.021
C 0.41 -2.73 -1.52 0.086
C 0.60 -4.09 -1.73 -0.003
C 1.30 -4.82 -0.81 0.049
Br 1.58 -6.65 -1.07 0.006
C 1.83 -4.19 0.32 0.001
C 1.54 -2.87 0.51 0.167
N 0.80 -2.13 -0.36 -0.063
H -0.53 0.85 -5.23 0.004
H -0.11 1.44 -2.90 -0.029
H -0.46 -3.27 -4.08 0.000
H 0.23 -4.57 -2.63 0.000
H 2.42 -4.74 1.04 0.002
H 1.86 -2.36 1.40 -0.017
C -3.15 -0.97 1.75 0.005
P -2.20 -1.81 0.42 0.017
C -1.56 -3.24 1.38 -0.025
C -3.47 -2.77 -0.51 0.020
C -4.59 -3.33 0.11 -0.002
C -5.47 -4.14 -0.61 0.000
C -5.23 -4.42 -1.95 0.000
C -4.12 -3.88 -2.57 0.002
C -3.24 -3.07 -1.86 0.003
H -3.97 -1.58 2.12 -0.002
H -3.55 -0.02 1.40 0.000
H -2.46 -0.78 2.58 0.003
H -2.32 -3.61 2.06 0.001
H -0.67 -2.96 1.93 0.012
H -1.30 -4.05 0.69 0.000
H -4.82 -3.14 1.15 0.000
H -6.34 -4.55 -0.11 0.000
H -5.92 -5.05 -2.51 0.000
H -3.92 -4.10 -3.62 0.000
H -2.38 -2.65 -2.35 0.012
```

- expectation value of S² = 2.016
- energy above the lowest of the compared OMol25 structures with the same formula, charge and spin (kcal per mole) = 35.8
- spin multiplicity = 3
- F_max (eV/Å) = 2.23
- LUMO level (alpha / beta) (eV) = -5.14 / -5.40
- charge = +2
- energy (eV) = -231856.6987
- HOMO (alpha / beta) (eV) = -10.81 / -12.95

C14H12BrN3O2 as an isolated structure at a distorted geometry. Source: OMol25; level of theory: wB97M-V/def2-TZVPD.

Geometry as XYZ:
```
32
Properties=species:S:1:pos:R:3:mulliken_charge:R:1
C -1.06 3.56 -2.98 -1.387
C -0.53 3.32 -1.64 1.248
C -0.32 4.32 -0.83 -0.140
C 0.18 4.30 0.43 -0.870
C 0.45 3.11 0.75 -0.291
N 0.50 2.16 0.03 0.332
C 0.86 0.93 0.26 -0.361
C 0.49 0.10 -1.17 0.474
N -0.05 1.02 -2.01 -0.648
C -0.08 2.17 -1.25 -0.147
C 0.87 -1.33 -1.47 -0.754
N 0.20 -2.16 -0.54 -0.097
C 0.71 -2.83 0.43 0.389
O 2.23 -2.91 0.44 -0.755
C 0.13 -3.63 1.40 0.458
C 0.72 -4.32 2.57 -0.266
C -0.57 -4.85 3.32 -0.397
C -1.52 -4.23 2.69 -0.247
O -1.12 -3.69 1.56 -0.306
Br -3.24 -4.39 3.09 -0.094
H -0.48 -5.55 3.96 0.658
H 1.88 -4.55 2.71 0.322
H -0.74 -2.17 -0.21 0.246
H 1.86 -1.47 -1.40 0.431
H 0.22 -1.64 -2.61 0.239
H 1.35 0.28 1.03 0.427
H 0.96 2.99 1.84 0.138
H 0.46 5.08 1.03 0.491
H -0.65 5.61 -1.08 0.051
H -0.51 4.27 -3.60 0.310
H -1.02 2.53 -3.62 0.293
H -2.16 3.96 -3.13 0.254
```

- energy above the lowest of the compared OMol25 structures with the same formula, charge and spin (kcal per mole) = 230.2
- spin multiplicity = 1
- F_max (eV/Å) = 14.43
- LUMO level (eV) = -0.11
- charge = 0
- energy (eV) = -93309.1108
- HOMO (eV) = -7.51

A 5-piece molecular cluster, C26H63BrO4Si overall. Source: OMol25; level of theory: wB97M-V/def2-TZVPD.

Geometry as XYZ:
```
95
Properties=species:S:1:pos:R:3:mulliken_charge:R:1
C -2.48 -2.86 2.38 -1.200
C -1.72 -2.23 1.21 -0.290
C -1.92 -0.71 1.02 -0.581
C -3.18 -0.13 1.65 0.951
C -3.41 1.34 1.29 -0.994
C -4.87 1.81 1.40 -0.621
C -5.89 0.94 0.63 -0.928
Si -7.06 -0.04 1.70 0.400
C -8.67 -0.45 0.81 -0.924
C -9.13 -1.91 0.93 -0.587
C -10.16 -2.25 -0.13 -0.712
Br -10.76 -4.10 0.00 -0.204
H -2.22 -3.92 2.48 0.494
H -3.57 -2.81 2.25 0.257
H -2.24 -2.36 3.32 0.169
H -0.66 -2.41 1.35 0.062
H -1.99 -2.74 0.28 0.331
H -1.95 -0.49 -0.06 0.253
H -1.05 -0.18 1.41 0.198
H -4.05 -0.73 1.36 -0.065
H -3.12 -0.20 2.74 -0.299
H -2.81 1.95 1.97 0.379
H -3.03 1.56 0.28 0.391
H -4.94 2.84 1.01 0.321
H -5.13 1.88 2.46 0.223
H -5.35 0.25 -0.04 0.445
H -6.50 1.57 -0.03 0.590
H -7.37 0.78 2.91 -0.187
H -6.42 -1.30 2.16 -0.194
H -8.54 -0.20 -0.25 0.420
H -9.46 0.21 1.19 0.441
H -8.28 -2.60 0.84 0.399
H -9.56 -2.08 1.92 0.331
H -9.76 -2.14 -1.14 0.396
H -11.06 -1.65 -0.04 0.376
C 1.53 0.17 -2.35 -0.738
C 1.76 -0.18 -0.89 -0.464
O 1.16 -1.40 -0.48 -0.311
C 1.59 -2.56 -1.17 -0.306
C 3.07 -2.85 -1.06 -1.022
H 0.46 0.21 -2.57 0.302
H 1.98 1.13 -2.57 0.336
H 1.99 -0.56 -3.02 0.064
H 1.31 0.57 -0.25 0.370
H 2.84 -0.19 -0.67 0.254
H 1.29 -2.52 -2.22 0.321
H 1.02 -3.37 -0.71 0.363
H 3.68 -2.08 -1.54 0.117
H 3.30 -3.80 -1.55 0.411
H 3.37 -2.92 -0.01 0.313
C 4.79 2.80 -6.05 -1.216
C 4.95 2.44 -4.58 0.055
O 4.32 1.23 -4.21 -0.317
C 4.77 0.06 -4.88 -0.360
C 6.25 -0.21 -4.69 -0.885
H 3.73 2.84 -6.32 0.288
H 5.24 3.77 -6.24 0.429
H 5.28 2.08 -6.71 0.281
H 4.48 3.20 -3.96 0.368
H 6.02 2.42 -4.32 -0.054
H 4.52 0.10 -5.94 0.310
H 4.18 -0.75 -4.44 0.292
H 6.88 0.56 -5.13 0.192
H 6.53 -1.16 -5.16 0.483
H 6.50 -0.27 -3.63 0.117
C -2.86 1.10 7.01 -1.345
C -3.54 1.16 5.65 -0.313
O -3.64 -0.10 5.00 -0.259
C -4.38 -1.10 5.68 -0.292
C -5.83 -0.72 5.96 -1.069
H -1.86 0.65 6.92 0.313
H -2.75 2.11 7.41 0.404
H -3.43 0.52 7.73 0.309
H -2.95 1.77 4.97 0.310
H -4.52 1.63 5.74 0.375
H -3.88 -1.39 6.61 0.360
H -4.35 -1.96 5.01 0.281
H -5.91 0.13 6.64 0.307
H -6.35 -1.56 6.41 0.419
H -6.33 -0.45 5.03 0.152
C 11.17 2.21 -2.97 -1.209
C 9.76 2.20 -3.53 -0.291
O 9.07 0.98 -3.34 -0.356
C 8.87 0.57 -2.00 -0.448
C 8.04 1.54 -1.18 -0.959
H 11.76 1.39 -3.40 0.284
H 11.66 3.15 -3.21 0.412
H 11.19 2.10 -1.88 0.282
H 9.79 2.34 -4.61 0.370
H 9.19 3.04 -3.11 0.318
H 9.82 0.37 -1.51 0.367
H 8.34 -0.39 -2.09 0.364
H 8.54 2.50 -1.04 0.305
H 7.86 1.12 -0.19 0.406
H 7.07 1.72 -1.66 0.168
```

- spin multiplicity = 1
- F_max (eV/Å) = 0.25
- LUMO level (eV) = 0.79
- SMILES string = CCCCCCC[SiH2]CCCBr.CCOCC.CCOCC.CCOCC.CCOCC
- charge = 0
- energy (eV) = -114092.4254
- HOMO (eV) = -9.51

A 5-piece molecular cluster, C31H68BN2O10Si overall at a distorted geometry. Source: OMol25; level of theory: wB97M-V/def2-TZVPD.

Geometry as XYZ:
```
113
Properties=species:S:1:pos:R:3:mulliken_charge:R:1
C -2.66 -10.68 2.85 -0.886
C -2.79 -10.54 1.19 -0.411
C -2.53 -8.93 0.88 -0.611
C -2.91 -8.48 -0.65 -0.344
C -1.95 -7.33 -1.31 -0.770
N -1.64 -6.15 -0.43 0.357
C -0.26 -5.63 -0.90 -0.621
C 0.21 -4.26 -0.14 -0.700
N -0.73 -3.87 0.97 0.034
B -0.27 -2.65 1.75 0.516
C -0.47 -1.07 1.33 -0.374
O 0.47 -2.93 3.03 -0.511
C -2.14 -3.73 0.44 -0.961
C -2.59 -4.96 -0.60 -0.117
C -4.17 -5.34 -0.44 0.198
C -5.16 -4.07 -0.12 -0.424
O -6.44 -4.34 -0.83 -0.588
Si -7.58 -5.20 0.18 0.671
C -8.52 -4.12 1.47 -0.967
C -6.87 -6.72 1.13 -0.751
C -8.93 -5.93 -1.05 -0.979
H -3.54 -11.33 3.32 0.294
H -2.80 -9.60 3.31 0.265
H -1.59 -11.08 3.14 0.255
H -1.96 -11.17 0.65 0.308
H -3.89 -10.85 0.93 0.275
H -3.28 -8.34 1.59 0.205
H -1.45 -8.57 1.17 0.280
H -4.04 -8.10 -0.77 0.148
H -2.84 -9.44 -1.34 0.452
H -2.44 -6.92 -2.31 0.277
H -0.91 -7.81 -1.65 0.406
H -1.52 -6.36 0.59 0.448
H 0.58 -6.45 -0.83 0.390
H -0.41 -5.35 -2.04 0.372
H 0.42 -3.35 -0.88 0.310
H 1.27 -4.49 0.36 0.365
H 0.62 -0.62 1.15 -0.119
H -1.20 -0.88 0.44 0.239
H -0.87 -0.52 2.31 0.218
H -0.16 -3.56 3.54 0.300
H -2.19 -2.75 -0.21 0.305
H -2.85 -3.68 1.39 0.172
H -2.43 -4.56 -1.70 0.257
H -4.51 -5.83 -1.47 0.279
H -4.23 -6.22 0.35 -0.332
H -5.40 -4.09 1.04 0.277
H -4.70 -3.01 -0.43 0.215
H -9.68 -4.28 1.26 0.272
H -8.36 -4.53 2.57 0.302
H -8.32 -2.97 1.39 0.290
H -6.16 -7.39 0.44 0.075
H -6.18 -6.40 2.05 0.254
H -7.71 -7.44 1.52 0.387
H -8.35 -6.57 -1.84 0.244
H -9.59 -6.70 -0.41 0.275
H -9.64 -5.11 -1.49 0.271
O 5.76 3.01 0.42 -0.574
C 5.35 2.01 1.00 0.760
O 4.10 1.55 0.75 -0.310
C 3.57 0.31 1.25 -0.208
C 3.08 0.47 2.68 -1.008
C 6.19 1.32 2.03 -1.094
H 4.30 -0.50 1.15 0.333
H 2.73 0.05 0.61 0.213
H 3.89 0.75 3.36 0.357
H 2.64 -0.46 3.04 0.307
H 2.32 1.26 2.74 0.299
H 6.13 1.88 2.96 0.268
H 7.23 1.31 1.68 0.327
H 5.92 0.28 2.20 0.359
O -0.68 3.61 -3.36 -0.625
C 0.48 3.74 -2.98 0.733
O 0.93 3.07 -1.90 -0.350
C 2.30 3.04 -1.47 0.144
C 2.64 4.28 -0.66 -0.525
C 1.39 4.71 -3.68 -0.656
H 2.97 2.89 -2.31 0.285
H 2.40 2.16 -0.83 -0.327
H 2.52 5.20 -1.25 0.129
H 3.66 4.23 -0.29 0.248
H 1.96 4.37 0.20 0.281
H 1.17 5.72 -3.33 0.018
H 1.22 4.64 -4.76 0.326
H 2.45 4.50 -3.53 0.302
O 1.59 7.38 -0.96 -0.554
C 1.51 8.45 -1.58 0.720
O 0.31 8.93 -1.95 -0.352
C 0.10 10.23 -2.54 -0.359
C 0.39 10.20 -4.03 -0.966
C 2.76 9.17 -1.99 -0.171
H 0.68 11.00 -2.02 0.345
H -0.95 10.47 -2.39 0.318
H 1.43 9.93 -4.24 0.283
H 0.18 11.17 -4.48 0.360
H -0.24 9.44 -4.53 0.293
H 3.18 8.69 -2.88 0.256
H 3.48 9.12 -1.17 -0.555
H 2.61 10.23 -2.19 0.343
O 7.86 11.31 -0.33 -0.591
C 7.45 10.30 0.24 0.705
O 6.20 9.85 0.00 -0.319
C 5.67 8.61 0.50 -0.058
C 5.18 8.77 1.93 -1.055
C 8.29 9.62 1.27 -0.871
H 6.40 7.80 0.40 0.357
H 4.83 8.35 -0.14 0.027
H 5.99 9.05 2.61 0.342
H 4.74 7.83 2.29 0.361
H 4.42 9.56 1.98 0.296
H 8.23 10.18 2.21 0.240
H 9.33 9.61 0.93 0.295
H 8.02 8.58 1.45 0.308
```

- energy above the lowest of the compared OMol25 structures with the same formula, charge and spin (kcal per mole) = 176.9
- spin multiplicity = 1
- F_max (eV/Å) = 3.95
- LUMO level (eV) = -2.51
- charge = +1
- energy (eV) = -65249.3968
- HOMO (eV) = -11.00

C36H50IrN2O2PSeSi3 as an isolated structure. Source: OMol25; level of theory: wB97M-V/def2-TZVPD.

Geometry as XYZ:
```
96
Properties=species:S:1:pos:R:3:mulliken_charge:R:1
Ir 0.08 -0.55 -0.30 1.663
C -0.58 -2.23 2.75 -1.095
Si 0.34 -0.73 2.04 1.228
C -0.24 0.57 3.30 -1.248
C 2.21 -0.92 2.40 0.613
C 2.70 -1.13 3.69 -1.095
C 4.06 -1.19 3.95 -0.879
C 4.97 -1.02 2.91 -0.830
C 4.50 -0.82 1.62 -0.884
C 3.13 -0.76 1.35 0.722
Si 2.46 -0.58 -0.41 0.993
C 3.44 0.74 -1.37 -1.187
C 3.11 -2.11 -1.34 -1.472
H -0.16 -2.52 3.72 0.360
H -0.59 -3.11 2.11 0.212
H -1.62 -1.95 2.90 0.361
H 0.03 0.19 4.29 0.659
H -1.33 0.67 3.27 0.252
H 0.18 1.57 3.20 0.324
H 2.00 -1.25 4.52 0.283
H 4.41 -1.35 4.96 0.393
H 6.03 -1.06 3.11 0.392
H 5.22 -0.69 0.82 0.375
H 4.32 0.27 -1.79 0.647
H 3.77 1.59 -0.77 0.293
H 2.85 1.13 -2.21 0.206
H 4.20 -2.08 -1.28 0.604
H 2.83 -2.08 -2.40 0.384
H 2.78 -3.06 -0.93 0.187
O 0.26 -1.85 -3.05 -0.644
N 0.04 -0.62 -2.49 0.627
C -0.08 0.29 -3.36 -1.479
C -0.42 1.69 -3.11 0.554
C -0.72 2.40 -4.28 -0.707
C -1.20 3.70 -4.25 -1.012
C -1.40 4.32 -3.03 -0.807
C -1.08 3.64 -1.86 -0.723
C -0.57 2.34 -1.87 0.777
P -0.04 1.65 -0.25 2.595
C -1.22 2.47 0.90 0.310
C -0.88 3.66 1.56 -0.267
C -1.80 4.30 2.38 -0.802
C -3.07 3.76 2.55 -0.897
C -3.41 2.59 1.90 -0.693
C -2.49 1.95 1.08 0.376
C 1.47 2.63 0.08 0.468
C 2.16 2.39 1.26 -0.345
C 3.30 3.11 1.58 -1.042
C 3.77 4.08 0.71 -0.883
C 3.10 4.33 -0.48 -0.775
C 1.95 3.61 -0.79 -1.017
H 0.35 -2.43 -2.26 0.142
H 0.01 -0.01 -4.40 0.404
H -0.60 1.90 -5.23 0.413
H -1.43 4.21 -5.18 0.385
H -1.79 5.32 -2.98 0.467
H -1.21 4.14 -0.92 0.519
H 0.10 4.09 1.44 0.473
H -1.52 5.21 2.89 0.433
H -3.79 4.26 3.20 0.387
H -4.40 2.16 2.03 0.408
H -2.76 1.01 0.61 -0.487
H 1.82 1.63 1.95 0.104
H 3.83 2.89 2.50 0.463
H 4.67 4.64 0.95 0.349
H 3.46 5.08 -1.16 0.397
H 1.45 3.81 -1.73 0.340
C -5.57 -0.36 -0.47 -1.032
Si -4.07 -0.66 -1.55 0.759
C -3.77 0.94 -2.48 -0.668
C -4.47 -2.00 -2.80 -1.221
Se -2.43 -1.39 -0.18 -0.609
H -6.43 -0.07 -1.08 0.346
H -5.38 0.44 0.24 0.154
H -5.84 -1.26 0.09 0.298
H -4.69 1.21 -3.02 0.550
H -2.97 0.86 -3.22 0.078
H -3.53 1.76 -1.81 0.083
H -5.35 -1.73 -3.40 0.348
H -4.68 -2.94 -2.29 0.273
H -3.63 -2.16 -3.48 0.283
C -0.05 -6.10 0.86 -1.142
N 0.47 -4.77 0.60 0.547
C 1.63 -4.35 1.38 -0.952
C -0.07 -3.97 -0.33 0.507
C -1.21 -4.51 -1.13 -1.954
O 0.40 -2.83 -0.54 -0.920
H 0.43 -6.48 1.76 0.412
H 0.17 -6.79 0.04 0.311
H -1.13 -6.08 1.03 0.366
H 1.39 -4.41 2.45 0.455
H 1.90 -3.33 1.14 -0.104
H 2.47 -5.01 1.17 0.418
H -0.96 -5.48 -1.57 0.494
H -1.47 -3.80 -1.91 0.228
H -2.09 -4.63 -0.50 0.419
```

- energy above the lowest of the compared OMol25 structures with the same formula, charge and spin (kcal per mole) = 0.0
- spin multiplicity = 1
- F_max (eV/Å) = 0.30
- LUMO level (eV) = -0.04
- charge = 0
- energy (eV) = -146331.0833
- HOMO (eV) = -6.97

Question: Number 3 is which compound?
Answer: C26H63BrO4Si